P) Below is a cluster of 8 separate species, C16H48O8 in total, with properties calculated with ωB97M-V/def2-TZVPD.

Its net charge is 0. The value obtained for the LUMO energy is 0.26 eV. For the HOMO energy, the calculation gives -9.3 eV. Its structure (SMILES) is CCO.CCO.CCO.CCO.CCO.CCO.CCO.CCO.

Structure (XYZ):
```
72
Properties=species:S:1:pos:R:3:lowdin_charge:R:1
C 3.64811 1.08968 -1.66623 -0.08
C 5.04431 0.51000 -1.57267 -0.31
O 6.00427 1.56442 -1.66598 -0.08
H 2.94241 0.32357 -1.32330 0.07
H 3.36643 1.21469 -2.71283 0.07
H 3.52111 1.97964 -1.05975 0.06
H 5.21550 -0.25759 -2.33691 0.11
H 5.21917 -0.02122 -0.62837 0.11
H 6.78944 1.34216 -1.16496 0.07
C 1.90099 -1.37025 3.79686 -0.08
C 2.29720 -2.65972 3.07913 -0.31
O 2.69737 -2.40967 1.74722 -0.10
H 2.64533 -0.58274 3.67857 0.06
H 1.77639 -1.54249 4.87105 0.07
H 0.95797 -0.96590 3.42228 0.05
H 1.47079 -3.37843 3.10305 0.10
H 3.12324 -3.10777 3.63325 0.11
H 2.08680 -1.78559 1.32223 0.03
C -0.50713 0.30772 -1.18983 -0.06
C -0.40385 -0.74943 -0.09458 -0.28
O 0.81371 -0.58142 0.62715 -0.12
H -0.36413 1.30913 -0.77594 0.07
H -1.49959 0.33222 -1.64957 0.06
H 0.25612 0.15530 -1.95206 0.05
H -0.35600 -1.75998 -0.49137 0.12
H -1.21160 -0.59787 0.63061 0.09
H 0.85532 0.29686 1.05134 0.05
C -2.35972 -1.82812 3.42740 -0.07
C -1.98103 -2.96849 2.50735 -0.32
O -1.45728 -4.05562 3.26977 -0.08
H -1.50346 -1.39096 3.93978 0.07
H -3.05335 -2.22724 4.16687 0.08
H -2.82431 -1.04863 2.82073 0.06
H -1.24660 -2.67953 1.74577 0.09
H -2.87296 -3.30944 1.96420 0.11
H -1.37613 -4.82379 2.69932 0.08
C 3.16712 2.00888 1.85532 -0.08
C 1.86844 2.76377 1.62517 -0.30
O 0.76171 1.91223 1.90882 -0.11
H 3.26352 1.89249 2.93556 0.08
H 4.00982 2.58173 1.47260 0.08
H 3.14770 1.03310 1.37192 0.06
H 1.78509 3.11201 0.58615 0.11
H 1.82850 3.66874 2.24052 0.11
H -0.04837 2.45682 1.87711 0.05
C -4.14616 -1.68739 -2.83378 -0.08
C -4.34535 -0.48462 -1.93638 -0.33
O -5.72734 -0.53311 -1.57526 -0.09
H -4.55671 -2.58062 -2.36673 0.08
H -3.09465 -1.86908 -3.06035 0.07
H -4.67690 -1.50170 -3.76648 0.08
H -4.13148 0.43042 -2.49572 0.11
H -3.75590 -0.49232 -1.01628 0.09
H -6.01928 0.16064 -0.98178 0.07
C 0.24496 -0.54384 -5.75719 -0.09
C 1.33387 0.25354 -5.03022 -0.33
O 1.60429 1.47545 -5.71985 -0.08
H 0.13634 -1.52799 -5.29501 0.07
H 0.51116 -0.72745 -6.79900 0.07
H -0.66488 0.04729 -5.68103 0.07
H 2.24400 -0.34216 -4.89852 0.11
H 0.95635 0.49960 -4.03774 0.08
H 2.00414 1.21251 -6.55660 0.08
C -3.71838 2.20313 2.38831 -0.08
C -2.65208 2.32634 1.32211 -0.31
O -1.66975 3.27893 1.69757 -0.08
H -4.30431 3.12448 2.44794 0.08
H -3.20199 2.02596 3.33376 0.08
H -4.45100 1.40921 2.24064 0.07
H -3.10121 2.56619 0.35055 0.12
H -2.14969 1.37189 1.15868 0.09
H -2.06641 4.15140 1.77556 0.11
```

Q) Below is a cluster of 8 separate species, C16H48O8 in total, with properties calculated with ωB97M-V/def2-TZVPD.

Its net charge is 0. The value obtained for the LUMO energy is 0.35 eV. For the HOMO energy, the calculation gives -9.6 eV. Its structure (SMILES) is CCO.CCO.CCO.CCO.CCO.CCO.CCO.CCO.

Structure (XYZ):
```
72
Properties=species:S:1:pos:R:3:lowdin_charge:R:1
C -11.81430 -4.84184 20.58639 -0.09
C -10.35713 -5.23783 20.59817 -0.33
O -9.56625 -4.15281 20.13080 -0.10
H -11.98234 -3.81835 20.91312 0.07
H -12.34748 -5.54221 21.23644 0.07
H -12.26370 -4.93397 19.59560 0.07
H -10.16446 -6.11774 19.97159 0.10
H -10.03815 -5.55300 21.60129 0.11
H -8.72664 -4.52211 19.82071 0.03
C -6.18419 -5.59457 21.30107 -0.08
C -6.15009 -5.80530 19.80064 -0.27
O -7.48732 -5.92521 19.28485 -0.13
H -6.66929 -4.64291 21.54445 0.08
H -5.17872 -5.49131 21.71931 0.08
H -6.73434 -6.36356 21.84072 0.07
H -5.57521 -6.70544 19.57411 0.12
H -5.70065 -4.94431 19.30607 0.11
H -7.73318 -6.86602 19.33494 0.04
C -8.21011 -8.73267 17.40870 -0.06
C -9.01989 -8.91588 18.67489 -0.27
O -8.18031 -8.54375 19.79794 -0.11
H -7.34996 -9.39675 17.39210 0.08
H -7.90357 -7.68916 17.31682 0.06
H -8.82279 -8.89810 16.51926 0.08
H -9.25913 -9.96853 18.84326 0.08
H -9.94754 -8.33872 18.64976 0.11
H -8.50011 -9.05250 20.55970 0.04
C -7.87287 -5.80293 12.54705 -0.09
C -7.01976 -6.36460 13.67067 -0.31
O -7.82126 -6.60985 14.83401 -0.11
H -7.23157 -5.30277 11.81802 0.07
H -8.56079 -5.07267 12.96910 0.06
H -8.46384 -6.56390 12.03885 0.07
H -6.23791 -5.65091 13.95409 0.11
H -6.49298 -7.28714 13.41737 0.10
H -7.50756 -6.03573 15.54459 0.03
C -6.64512 -12.49046 20.48106 -0.08
C -6.52639 -12.40614 18.95897 -0.32
O -6.52206 -13.64781 18.29777 -0.08
H -7.23952 -13.31806 20.87454 0.07
H -7.06643 -11.55775 20.86886 0.05
H -5.66655 -12.60965 20.95483 0.07
H -5.58886 -11.88538 18.76540 0.11
H -7.33876 -11.78572 18.55699 0.09
H -7.37530 -14.07141 18.45776 0.05
C -10.55142 -10.31734 23.93432 -0.08
C -9.83647 -10.83600 22.68579 -0.27
O -8.95159 -9.82593 22.15755 -0.11
H -11.39499 -9.68271 23.65469 0.07
H -9.89253 -9.76515 24.60036 0.07
H -11.01041 -11.14043 24.49034 0.08
H -10.58394 -11.07211 21.93665 0.11
H -9.21327 -11.68817 22.95998 0.11
H -8.18337 -9.80604 22.73588 0.10
C -10.75455 -12.27566 18.21641 -0.09
C -9.86514 -13.03288 17.24796 -0.28
O -9.27591 -14.16084 17.89838 -0.09
H -11.59424 -12.88311 18.56586 0.07
H -11.10914 -11.33444 17.79294 0.08
H -10.21693 -12.01991 19.13329 0.06
H -9.06711 -12.36441 16.92892 0.11
H -10.39114 -13.38997 16.36056 0.11
H -9.97055 -14.76749 18.16898 0.09
C -8.39587 -2.94236 15.54220 -0.06
C -8.18554 -3.66808 16.86700 -0.30
O -7.08326 -4.56902 16.77410 -0.10
H -8.15075 -3.64671 14.74366 0.05
H -7.74854 -2.07469 15.45060 0.07
H -9.44685 -2.67432 15.46183 0.08
H -9.07709 -4.21732 17.17825 0.11
H -7.98859 -2.90478 17.63030 0.11
H -7.00798 -4.99110 17.64175 0.04
```

Which of them is most stable, and which least? Most stable: Q); least stable: P).

P) Below is the ion C4H7N2 with charge +1, with properties calculated with ωB97M-V/def2-TZVPD.

Its net charge is +1. The value obtained for the LUMO energy is -5.49 eV. For the HOMO energy, the calculation gives -14.4 eV. Its structure (SMILES) is C=C[NH+]=C=NC.

Structure (XYZ):
```
13
Properties=species:S:1:pos:R:3:lowdin_charge:R:1
C 0.46621 -0.14044 1.70342 0.05
C -0.63052 0.60236 1.68471 -0.13
N -1.26613 1.13121 0.48142 0.10
C -0.74253 0.63394 -0.58083 -0.03
N 0.15926 0.00853 -1.03499 0.13
C 0.69307 -0.80446 -1.99995 -0.04
H 1.21813 -0.39601 0.89590 0.10
H 0.74175 -0.53149 2.67732 0.08
H -1.07796 0.70525 2.67759 0.13
H -2.16413 1.77053 0.41803 0.24
H 1.80971 -0.60265 -2.11470 0.14
H 0.48965 -1.79310 -1.77307 0.08
H 0.30349 -0.58367 -3.03484 0.15
```

Q) Below is a cluster of 2 separate species, C4H7N2 in total, with properties calculated with ωB97M-V/def2-TZVPD.

Its net charge is +1. The value obtained for the LUMO energy is -4.54 eV. For the HOMO energy, the calculation gives -15.5 eV.

Structure (XYZ):
```
13
Properties=species:S:1:pos:R:3:lowdin_charge:R:1
C -0.24880 -1.09137 0.56257 -0.06
C 0.52171 2.24672 -0.42206 0.14
C -0.85995 0.73460 -1.81201 -0.01
C 0.45028 -1.89709 1.64453 -0.02
N -0.22375 -0.67129 -0.52637 0.15
N -0.32054 1.65994 -1.17586 -0.04
H 0.74748 1.55119 0.55693 0.17
H 0.58246 3.30714 -0.57337 0.10
H -1.93121 0.57778 -1.51909 0.15
H -0.46780 0.01184 -2.58977 0.16
H 0.16312 -1.53206 2.63136 0.08
H 1.50561 -1.97245 1.53765 0.08
H 0.08139 -2.92494 1.68548 0.10
```

R) Below is the ion C4H7N2 with charge +1, with properties calculated with ωB97M-V/def2-TZVPD.

Its net charge is +1. The value obtained for the LUMO energy is -5.12 eV. For the HOMO energy, the calculation gives -15.0 eV. Its structure (SMILES) is [H]/N=C/[N+]1=CCC1.

Structure (XYZ):
```
13
Properties=species:S:1:pos:R:3:lowdin_charge:R:1
H 3.59413 0.04359 0.04951 0.15
N 2.55214 0.20345 0.32933 0.17
C 1.62389 -0.34579 -0.23028 -0.22
N 0.25817 0.02686 0.02659 -0.02
C -0.41417 1.12987 -0.07172 0.09
C -1.72112 0.47768 0.14059 -0.04
C -0.85960 -0.87700 0.24940 -0.04
H 1.74284 -1.18488 -1.00131 0.17
H -0.13740 2.08149 -0.39581 0.15
H -2.35620 0.70293 -0.80314 0.17
H -2.25244 0.90103 1.00611 0.14
H -0.91016 -1.47343 1.17220 0.14
H -1.12008 -1.68581 -0.47146 0.15
```

S) Below is the ion C4H7N2 with charge +1, with properties calculated with ωB97M-V/def2-TZVPD.

Its net charge is +1. The value obtained for the LUMO energy is -4.79 eV. For the HOMO energy, the calculation gives -14.1 eV. Its structure (SMILES) is [H]/N=C/CC[N+]#C.

Structure (XYZ):
```
13
Properties=species:S:1:pos:R:3:lowdin_charge:R:1
H 3.26667 -0.89053 -0.57130 0.07
N 2.25304 -0.85212 -0.43858 0.10
C 1.98339 0.27278 0.07478 -0.23
C 0.45724 0.67532 0.23713 -0.10
C -0.66142 -0.46585 0.10354 -0.11
N -2.06199 -0.19700 -0.05787 0.16
C -3.21511 -0.11277 -0.26835 0.35
H 2.65317 1.13714 0.32345 0.13
H 0.56062 1.53530 -0.55985 0.15
H 0.18297 1.09270 1.23407 0.11
H -0.39960 -1.04598 -0.68599 0.10
H -0.72649 -1.12021 0.88982 0.12
H -4.29249 -0.02877 -0.28085 0.14
```

Which of them is most stable, and which least? Most stable: R); least stable: Q).